Molecular formula: C70H83F3N4O3P2SbZr
Method: DFT, ωB97M-V/def2-TZVPD

The geometry in ORCA input format:
```
! wB97M-V def2-TZVPD RIJCOSX def2/J DEFGRID3
* xyz 1 1
Zr -0.13015 0.09982 0.14152
C 2.13655 -3.84520 -2.41335
C 2.69135 -3.29351 -1.09919
C 2.04717 -3.99569 0.10019
P 2.61079 -1.39127 -0.99346
C 4.16442 -0.98419 -2.06298
C 5.10875 -0.00324 -1.37074
C 5.00807 -2.13531 -2.61584
C 3.24358 -1.36649 0.73165
C 4.37661 -2.09365 1.08119
C 4.67763 -2.41822 2.39313
C 5.94937 -3.11346 2.76282
C 3.70408 -2.13905 3.34471
C 2.59873 -1.37870 3.02641
C 2.40353 -0.84706 1.74260
N 1.50256 0.18488 1.43267
C 1.43013 1.30755 2.26458
C 1.88006 1.40882 3.59161
C 1.74077 2.56625 4.33264
C 1.16736 3.70935 3.79456
C 1.02132 4.96598 4.59474
C 0.84771 3.67653 2.44649
C 0.97486 2.52556 1.67861
P 1.14099 2.62229 -0.15775
C 0.43813 4.32403 -0.59481
C -1.00528 4.50039 -0.12165
C 0.48793 4.57906 -2.11019
C 3.02232 2.95333 -0.13089
C 3.46337 3.99197 -1.15648
C 3.65665 3.31615 1.20897
H 2.57058 -4.82585 -2.60592
H 2.36204 -3.20502 -3.26131
H 1.06164 -3.96400 -2.36507
H 3.75682 -3.52672 -1.06408
H 1.13218 -3.50444 0.42464
H 2.72638 -4.03615 0.94916
H 1.80091 -5.01805 -0.17888
H 3.73976 -0.47145 -2.93505
H 5.58133 -0.44216 -0.49711
H 4.59989 0.89842 -1.05016
H 5.89425 0.29207 -2.06427
H 5.56778 -2.65039 -1.83865
H 5.73450 -1.70997 -3.30787
H 4.42319 -2.85977 -3.17088
H 5.04249 -2.43296 0.30294
H 6.56963 -3.29190 1.88839
H 5.74016 -4.06774 3.24245
H 6.51805 -2.51180 3.47053
H 3.81735 -2.50976 4.35212
H 1.85393 -1.22148 3.78524
H 2.40303 0.59341 4.05762
H 2.09382 2.57662 5.35261
H 1.99539 5.32020 4.93174
H 0.41152 4.79465 5.47976
H 0.55564 5.74795 3.99976
H 0.53382 4.59664 1.97931
H 1.07163 5.05727 -0.08375
H -1.69574 3.96793 -0.76995
H -1.26964 5.55657 -0.15728
H -1.15139 4.15438 0.89577
H 0.51333 3.64526 -2.67226
H 1.34599 5.17542 -2.40424
H -0.39840 5.12969 -2.41856
H 3.41977 1.97368 -0.41915
H 3.19087 4.98942 -0.82296
H 3.03511 3.81012 -2.13476
H 4.54788 3.96514 -1.25238
H 3.21604 4.21639 1.62773
H 4.71701 3.50054 1.04546
H 3.57337 2.51789 1.93906
C -5.78372 2.19411 5.29408
O -4.96627 1.23748 4.66069
C -4.82734 0.00577 5.24008
C -5.46306 -0.39938 6.39858
C -5.23184 -1.67104 6.90537
C -4.37549 -2.53273 6.25366
C -3.72818 -2.13970 5.08933
C -3.94456 -0.87194 4.57013
N -3.32310 -0.31057 3.45018
C -2.27238 -0.67145 2.64452
N -2.20371 -1.97469 2.31183
C -1.67130 -2.62205 1.17997
C -0.85776 -2.01298 0.22021
C -0.70736 -2.76594 -0.96244
C -1.22082 -4.03866 -1.13088
C -1.89504 -4.67005 -0.09638
C -2.13187 -3.95818 1.06269
O -2.82713 -4.42854 2.14732
C -3.21913 -5.78293 2.15698
N -1.39526 0.23004 2.25118
C -1.54992 1.46003 2.98690
C -2.22250 2.51069 2.35951
C -2.55887 3.67430 3.02100
C -2.24404 3.80888 4.36135
C -1.59464 2.78285 5.00868
C -1.24158 1.59756 4.35609
O -0.59726 0.72997 5.18328
C -0.44578 -0.64445 4.91340
H -5.76209 3.06337 4.64081
H -5.38968 2.46540 6.27711
H -6.81251 1.83844 5.39135
H -6.13433 0.26635 6.91504
H -5.72041 -1.97488 7.81729
H -4.19761 -3.52308 6.64337
H -3.04552 -2.83004 4.61755
H -3.53888 0.68288 3.41323
H -2.93369 -2.54488 2.72613
H -0.17501 -2.32365 -1.80488
H -1.09349 -4.56698 -2.06528
H -2.24778 -5.68020 -0.22671
H -3.96208 -5.98885 1.38073
H -3.66314 -5.95265 3.13659
H -2.35519 -6.44277 2.03643
H -2.50961 2.37099 1.32839
H -3.09499 4.44855 2.49543
H -2.51986 4.69939 4.90153
H -1.36002 2.84968 6.06006
H 0.31185 -0.98720 5.61688
H -0.11908 -0.83643 3.88975
H -1.37531 -1.18323 5.12263
C -1.75510 -0.78570 -6.83810
C -0.36235 -1.24155 -6.51983
C 0.30966 -1.92750 -7.53048
C 1.60063 -2.38454 -7.37652
C 2.26173 -2.15500 -6.18494
C 1.60314 -1.48445 -5.17619
C 0.29746 -1.02813 -5.31148
Sb -0.26841 0.07482 -3.49486
C -2.28449 0.77446 -3.96826
C -2.52332 2.14041 -4.02321
C -3.79958 2.63097 -4.23272
C -4.85379 1.74726 -4.36763
C -4.62697 0.38804 -4.27222
C -3.34963 -0.12162 -4.06538
C -3.18162 -1.60716 -3.94107
C 1.15606 1.57729 -4.23861
C 2.29897 1.62854 -3.44796
C 3.46641 2.22356 -3.89298
C 3.48835 2.82272 -5.13769
C 2.34613 2.81766 -5.91138
C 1.18060 2.17937 -5.49570
C 0.02790 2.15292 -6.44711
H -1.80760 -0.45755 -7.87519
H -2.07099 0.02898 -6.19730
H -2.45732 -1.61199 -6.72583
H -0.20044 -2.09555 -8.46788
H 2.08717 -2.91059 -8.18132
H 3.27819 -2.49385 -6.05137
H 2.13083 -1.28481 -4.25181
H -1.70266 2.83559 -3.88977
H -3.97196 3.69473 -4.28361
H -5.85180 2.11612 -4.53936
H -5.46064 -0.29439 -4.35289
H -3.83992 -2.11941 -4.64103
H -3.45607 -1.92948 -2.93552
H -2.15384 -1.91595 -4.13415
H 2.27488 1.18749 -2.45077
H 4.35794 2.21214 -3.28589
H 4.38961 3.28968 -5.50322
H 2.36106 3.29226 -6.88107
H 0.00251 3.06789 -7.03570
H -0.91991 2.03598 -5.93107
H 0.15276 1.31835 -7.13829
F -2.29632 -0.34581 -1.23372
C -2.33892 0.81339 -0.41083
F -3.50264 1.39165 -0.73983
F -1.36129 1.64010 -1.19116
*
```

Kohn-Sham gap in eV: 6.85
DFT total energy in a.u.: -4431.2879
Lowest unoccupied orbital energy in eV: -2.8
HOMO in eV: -9.64